No. 1
Here is a structure of composition C18H23KO9PS from the Open Molecules 2025 dataset. Energies are from the ωB97M-V functional and the def2-TZVPD basis.

Energy relative to the best compared isomer or geometry (same formula, charge and spin)   0.0 kJ/mol
LUMO level   2.465 eV
Max |F|   0.51 eV/Å

```
! RIJCOSX wB97M-V def2-TZVPD def2/J DEFGRID3
* xyz -1 1
K 1.278 -1.355 -0.699
O -0.684 0.367 0.046
C -0.602 1.605 -0.690
C 0.912 1.950 -0.943
O 1.137 3.144 -1.186
O 1.701 0.989 -0.923
C -1.220 1.439 -2.074
C -1.383 2.569 -2.877
C -1.914 2.455 -4.148
C -2.286 1.210 -4.644
C -2.110 0.084 -3.860
C -1.576 0.197 -2.580
C -1.323 2.654 0.144
C -0.643 3.394 1.109
C -1.333 4.243 1.958
C -2.714 4.373 1.860
C -3.397 3.645 0.902
C -2.703 2.793 0.052
H -1.617 0.125 0.075
H -1.060 3.527 -2.492
H -2.030 3.342 -4.759
H -2.699 1.122 -5.641
H -2.372 -0.895 -4.239
H -1.432 -0.703 -1.996
H 0.433 3.325 1.175
H -0.784 4.817 2.694
H -3.243 5.044 2.525
H -4.472 3.739 0.808
H -3.246 2.236 -0.703
C 3.771 -1.560 4.424
O 2.457 -2.085 4.213
P 1.646 -1.822 2.821
O 1.770 -0.214 2.608
C 0.686 0.597 3.073
O 2.823 -2.096 1.700
C 3.228 -3.462 1.533
H 4.011 -1.733 5.471
H 3.792 -0.495 4.199
H 4.489 -2.080 3.789
H 1.067 1.614 3.137
H 0.350 0.281 4.064
H -0.134 0.567 2.357
H 4.195 -3.432 1.035
H 2.518 -4.011 0.911
H 3.339 -3.962 2.498
C -0.488 -5.138 -2.522
S 0.831 -4.281 -1.678
O 1.795 -5.283 -1.259
O 1.345 -3.311 -2.649
O 0.154 -3.614 -0.552
H -0.080 -5.744 -3.329
H -1.172 -4.398 -2.929
H -1.009 -5.772 -1.809
*
```

Mulliken population analysis, charges in e, atoms 1 to 2: 1.051, -0.538

No. 2
Here is the ion C18H23N2 with charge +1 in a non-equilibrium geometry from the Open Molecules 2025 dataset. Energies are from the ωB97M-V functional and the def2-TZVPD basis.

Energy relative to the best compared isomer or geometry (same formula, charge and spin)   159.3 kJ/mol
SMILES   CN[NH2+][C@H](/C=C/c1ccc(C)cc1)c1ccc(C)cc1
LUMO level   -2.854 eV
Max |F|   3.60 eV/Å

```
! RIJCOSX wB97M-V def2-TZVPD def2/J DEFGRID3
* xyz 1 1
C 2.224 4.063 4.582
N 0.981 3.328 4.356
N 1.217 1.923 4.040
C 1.194 1.446 2.680
C -0.099 0.681 2.442
C -1.352 1.209 2.502
C -2.563 0.416 2.423
C -3.819 1.062 2.331
C -4.994 0.345 2.201
C -4.997 -1.054 2.158
C -6.286 -1.789 2.015
C -3.763 -1.715 2.230
C -2.567 -1.008 2.370
C 2.476 0.640 2.509
C 3.723 1.261 2.334
C 4.886 0.486 2.271
C 4.816 -0.920 2.317
C 6.041 -1.757 2.103
C 3.583 -1.511 2.538
C 2.436 -0.748 2.701
H 1.925 5.050 4.936
H 2.794 3.569 5.381
H 2.870 4.170 3.694
H 0.413 3.700 3.596
H 2.067 1.704 4.556
H 0.438 1.509 4.537
H 1.204 2.324 2.036
H 0.023 -0.388 2.346
H -1.499 2.277 2.609
H -3.845 2.159 2.362
H -5.960 0.866 2.155
H -6.137 -2.864 1.963
H -6.964 -1.568 2.844
H -6.803 -1.476 1.104
H -3.747 -2.808 2.200
H -1.620 -1.552 2.448
H 3.791 2.361 2.275
H 5.867 0.951 2.160
H 5.788 -2.824 2.076
H 6.565 -1.500 1.171
H 6.761 -1.629 2.920
H 3.495 -2.593 2.583
H 1.519 -1.221 3.016
*
```

Mulliken population analysis, charges in e, atoms 1 to 2: -0.785, -0.718

No. 3
Here is an isolated molecule of C18H23N3O2 from the Open Molecules 2025 dataset. Energies are from the ωB97M-V functional and the def2-TZVPD basis.

Energy relative to the best compared isomer or geometry (same formula, charge and spin)   120.3 kJ/mol
SMILES   CCOc1ncccc1C(=O)NC[C@H](c1ccccc1)N(C)C
LUMO level   0.695 eV
Max |F|   0.66 eV/Å

```
! RIJCOSX wB97M-V def2-TZVPD def2/J DEFGRID3
* xyz 0 1
C -3.190 -0.580 -1.119
C -2.429 0.704 -1.408
O -1.022 0.543 -1.242
C -0.355 -0.117 -2.211
N -1.028 -0.463 -3.295
C -0.406 -1.098 -4.275
C 0.931 -1.441 -4.223
C 1.638 -1.091 -3.084
C 1.016 -0.405 -2.047
C 1.845 -0.111 -0.840
O 2.888 -0.710 -0.635
N 1.387 0.864 -0.030
C 1.980 1.128 1.257
C 0.987 0.970 2.442
C 0.031 -0.190 2.238
C 0.474 -1.384 1.680
C -0.399 -2.442 1.497
C -1.723 -2.332 1.885
C -2.163 -1.160 2.475
C -1.292 -0.099 2.652
N 0.262 2.187 2.781
C -0.429 2.816 1.676
C 1.035 3.144 3.538
H -2.926 -0.955 -0.132
H -2.941 -1.332 -1.863
H -4.258 -0.386 -1.155
H -2.699 1.484 -0.690
H -2.633 1.049 -2.426
H -1.026 -1.339 -5.128
H 1.403 -1.968 -5.036
H 2.682 -1.341 -2.965
H 0.482 1.262 -0.222
H 2.386 2.147 1.275
H 2.817 0.435 1.362
H 1.593 0.731 3.327
H 1.506 -1.505 1.390
H -0.039 -3.358 1.052
H -2.404 -3.158 1.738
H -3.190 -1.070 2.801
H -1.633 0.807 3.127
H -0.998 2.067 1.130
H -1.127 3.551 2.080
H 0.245 3.339 0.980
H 1.847 3.614 2.961
H 1.467 2.654 4.409
H 0.367 3.933 3.884
*
```

Mulliken population analysis, charges in e, atoms 1 to 2: -0.877, -0.483